{
  "formula": "C5H5B4BrCl16O4",
  "method": "ωB97M-V/def2-TZVPD",
  "species": ["C", "B", "O", "B", "O", "B", "O", "B", "Br", "O", "H", "H", "H", "H", "H", "C", "Cl", "Cl", "Cl", "Cl", "C", "Cl", "Cl", "Cl", "Cl", "C", "Cl", "Cl", "Cl", "Cl", "C", "Cl", "Cl", "Cl", "Cl"],
  "positions_angstrom": [[-2.48610, -0.77046, -0.45093], [-0.95019, -0.30426, -0.28706], [-0.05920, -1.19666, 0.40728], [-0.41641, 1.14668, -0.94170], [0.86671, 1.73585, -0.76129], [1.41186, 2.02548, -2.04397], [0.61164, 2.46915, -3.14838], [-0.64265, 1.82013, -3.08733], [-1.46226, 0.81993, -4.57585], [-1.31719, 1.84909, -1.83062], [-2.96321, -0.31742, -1.34264], [-2.46290, -1.87398, -0.60004], [-3.06178, -0.54100, 0.46899], [0.06049, -1.92670, -0.21758], [2.57494, 1.92150, -2.23165], [-0.57754, 5.29220, 0.13957], [1.06659, 4.95275, -0.43154], [-1.72176, 5.14426, -1.20453], [-1.00393, 4.13224, 1.40920], [-0.64361, 6.94007, 0.78879], [0.68932, 2.41936, 4.55090], [1.66421, 1.49247, 5.70510], [1.36001, 2.23447, 2.92270], [-0.97957, 1.81949, 4.56976], [0.70423, 4.13293, 5.00492], [0.06672, -3.79886, -2.86354], [-0.20964, -4.17465, -1.15230], [1.80878, -3.72095, -3.17713], [-0.66468, -5.05581, -3.87486], [-0.67107, -2.22955, -3.23496], [1.88137, -5.28695, 2.29807], [1.60491, -5.66545, 4.00719], [3.62409, -5.19926, 1.98657], [1.16511, -6.55772, 1.28935], [1.13272, -3.72838, 1.90949]],
  "atomic_forces_ev_per_a": [[0.98, -0.27, -0.58], [-0.67, -1.78, 1.56], [-0.65, 1.41, -1.48], [0.04, 2.43, 0.35], [-0.67, -1.07, -2.56], [-0.49, 1.14, 0.53], [-0.72, -2.37, 0.89], [-0.37, 1.45, 1.05], [0.52, 0.78, 0.66], [1.93, -1.73, -1.35], [0.06, -0.10, 0.64], [-0.28, 0.55, 0.28], [0.24, -0.10, -0.47], [-0.04, -0.50, 0.47], [0.08, 0.11, 0.10], [-0.06, -0.02, -0.02], [-0.11, 0.17, 0.05], [0.14, 0.04, 0.12], [-0.07, 0.18, -0.18], [0.01, -0.18, -0.04], [0.09, 0.01, -0.06], [-0.12, 0.10, -0.12], [0.02, -0.10, 0.20], [0.12, 0.06, -0.01], [-0.01, -0.16, -0.04], [0.03, -0.08, -0.08], [0.02, -0.06, -0.23], [-0.21, 0.00, 0.06], [0.09, 0.19, 0.15], [0.08, -0.12, -0.03], [0.00, 0.06, 0.02], [0.03, 0.03, -0.17], [-0.18, -0.01, 0.02], [0.06, 0.10, 0.09], [0.11, -0.13, 0.16]],
  "orbital_gap_ev": 9.36,
  "spin_multiplicity": 1
}

---

{
  "formula": "C5H5BrOS",
  "method": "ωB97M-V/def2-TZVPD",
  "species": ["C", "C", "C", "C", "C", "O", "S", "Br", "H", "H", "H", "H", "H"],
  "positions_angstrom": [[1.21941, -0.11280, 0.35223], [0.25466, -0.98026, 0.39564], [-0.63040, -2.07233, 0.41903], [1.25437, 1.35049, -0.11396], [-1.24647, 0.71471, -0.50681], [-0.85517, -2.88794, -0.47442], [-0.38974, 2.10793, 0.04511], [-3.03155, 0.63032, 0.06313], [2.33972, -0.49514, 0.61296], [-1.15206, -2.04106, 1.39055], [1.85045, 1.92281, 0.42922], [1.45356, 1.56381, -1.22493], [-1.06678, 0.29947, -1.38775]],
  "atomic_forces_ev_per_a": [[3.49, -1.17, 0.31], [-0.55, 2.78, -1.82], [-0.27, -0.55, 0.20], [-3.42, -1.91, -3.79], [-0.17, 0.99, 4.59], [0.24, 0.82, 0.74], [-0.27, -0.71, 0.29], [-0.03, -0.10, -0.17], [-2.57, 0.89, -0.46], [-0.44, -0.61, -0.08], [2.93, 2.40, 2.44], [0.38, -1.14, 1.54], [0.67, -1.70, -3.79]],
  "orbital_gap_ev": [7.11, 7.65],
  "spin_multiplicity": 1
}